{"formula": "C31H56BrN4O2S", "method": "wB97M-V/def2-TZVPD", "elements": ["C", "C", "C", "C", "C", "C", "C", "C", "C", "C", "C", "C", "C", "C", "C", "C", "C", "N", "C", "C", "C", "C", "C", "C", "N", "C", "C", "O", "C", "C", "S", "C", "C", "C", "Br", "H", "H", "H", "H", "H", "H", "H", "H", "H", "H", "H", "H", "H", "H", "H", "H", "H", "H", "H", "H", "H", "H", "H", "H", "H", "H", "H", "H", "H", "H", "H", "H", "H", "H", "H", "H", "H", "H", "H", "H", "H", "H", "H", "H", "H", "H", "H", "H", "H", "H", "H", "H", "C", "O", "N", "N", "H", "H", "H", "H"], "positions_angstrom": [[11.37212, 3.86570, 0.82274], [11.82936, 2.55300, -0.10561], [12.07507, 1.28248, 0.91107], [10.65016, 0.64513, 1.48500], [10.32122, -0.72718, 0.62784], [8.71200, -1.02468, 0.73616], [8.22949, -1.92721, -0.58514], [6.69361, -2.50234, -0.27254], [5.52365, -1.62463, -1.08357], [4.26840, -2.68032, -1.38692], [2.79642, -1.95652, -1.37308], [1.60035, -2.89656, -0.68439], [0.16964, -2.81881, -1.48755], [-1.05540, -2.13078, -0.60393], [-2.42245, -2.14005, -1.56714], [-3.77881, -2.59381, -0.76615], [-4.72763, -1.36081, -0.24955], [-4.71388, -0.03115, -0.98700], [-5.95870, 0.52143, -0.81289], [-6.56827, 1.98479, -1.34748], [-7.44005, 1.92598, -2.73086], [-8.09853, 3.36826, -3.25436], [-7.81191, 4.70447, -2.29224], [-6.88263, 4.46169, -0.96518], [-6.27909, 3.17448, -0.47881], [-7.08398, -0.32084, 0.03113], [-7.84534, 0.43447, 1.26895], [-6.91019, 1.26586, 2.09703], [-7.66521, 2.22583, 2.92052], [-6.26241, -1.71449, 0.27667], [-7.12176, -2.86150, -0.98806], [-6.45932, -2.57536, 1.65477], [-5.97248, -1.82914, 3.02883], [-4.84567, -2.71835, 3.88782], [-7.60850, -1.79477, 4.24595], [10.25043, 3.66638, 1.12784], [12.01344, 3.93144, 1.80273], [11.49212, 4.86715, 0.21185], [12.78935, 2.79978, -0.77003], [10.95662, 2.29919, -0.87295], [12.70952, 1.68291, 1.81150], [12.68411, 0.42050, 0.39057], [9.83694, 1.50087, 1.32939], [10.72195, 0.43312, 2.65369], [10.60455, -0.53980, -0.50094], [10.95956, -1.63577, 1.02517], [8.13542, 0.00735, 0.69318], [8.49051, -1.61446, 1.74053], [8.98700, -2.83462, -0.72249], [8.19341, -1.27360, -1.56188], [6.50079, -2.40062, 0.89987], [6.68207, -3.64241, -0.57753], [5.19497, -0.70609, -0.42697], [5.95741, -1.26644, -2.12208], [4.32782, -3.48627, -0.52852], [4.54117, -3.20630, -2.40294], [2.91369, -0.96186, -0.74150], [2.53180, -1.69258, -2.49602], [1.52306, -2.67058, 0.47179], [2.00164, -4.01616, -0.78586], [-0.08701, -3.92610, -1.82932], [0.37690, -2.20083, -2.48475], [-0.77170, -1.01293, -0.38451], [-1.22913, -2.76400, 0.39306], [-2.20685, -2.99740, -2.36947], [-2.53100, -1.14837, -2.18401], [-4.31819, -3.39901, -1.42208], [-3.41267, -3.16572, 0.21405], [-4.21119, -1.07646, 0.78816], [-3.95755, 0.43660, -1.53295], [-7.64126, 0.95056, -3.36374], [-8.74989, 3.44319, -4.23729], [-8.25296, 5.77457, -2.56199], [-6.67957, 5.42682, -0.29139], [-7.91225, -0.59047, -0.75179], [-8.53321, -0.26156, 1.91660], [-8.58000, 1.23193, 0.76912], [-8.79502, 2.34368, 2.63351], [-7.59654, 1.86231, 4.03954], [-7.19963, 3.32421, 2.89673], [-7.72262, -3.91538, -0.25620], [-5.76927, -3.54318, 1.54235], [-7.56553, -2.96521, 1.71825], [-5.48845, -0.77454, 2.88468], [-4.44126, -3.64123, 3.29386], [-3.97459, -1.96719, 4.20554], [-5.31808, -3.07684, 4.92435], [-1.99477, 4.64158, -1.30235], [-1.04995, 5.03872, -1.96568], [-3.13198, 4.18483, -1.85706], [-1.98333, 4.62522, 0.04273], [-3.92072, 3.85373, -1.32750], [-3.18207, 4.18013, -2.86741], [-1.14581, 4.96093, 0.50027], [-2.75153, 4.30207, 0.60630]], "forces_ev_per_a": [[-0.05, -0.69, -0.58], [-0.16, 0.14, 0.25], [0.03, 0.09, 0.21], [0.89, 0.37, -0.42], [-0.79, 0.95, 0.42], [0.63, -0.42, -1.20], [-0.56, -0.19, 1.31], [0.60, 0.60, -0.26], [0.25, -1.35, -0.03], [0.64, 0.43, 0.77], [0.23, 0.03, 0.08], [1.03, -0.71, -0.60], [0.54, 0.10, 0.07], [0.06, -0.17, -1.22], [0.72, -1.18, -0.02], [0.49, -0.42, -0.17], [2.04, -1.55, 3.62], [-5.88, 0.72, 0.87], [-0.19, 1.54, 0.10], [-0.68, 1.48, -1.80], [0.20, 4.09, 1.86], [2.44, 0.07, 4.18], [1.49, -4.46, 0.47], [-1.10, -1.51, -1.87], [-3.17, 0.33, -5.22], [1.30, -0.41, -0.35], [-0.44, 2.12, -0.62], [-2.14, -0.58, -0.80], [-0.15, 0.87, 1.52], [-1.07, -0.48, -0.94], [-0.01, -0.78, 0.26], [1.42, -0.13, 0.21], [1.11, -1.27, 0.29], [-0.11, 0.77, 0.92], [0.98, 0.56, -0.85], [2.26, 0.76, -0.56], [-1.17, -0.15, -1.97], [-0.45, -2.05, 1.31], [-2.01, -0.57, 1.68], [1.79, 0.52, 1.64], [-1.08, -0.79, -1.73], [-1.16, 1.73, 0.98], [1.48, -2.13, 0.27], [-0.16, 0.36, -2.57], [-0.56, -0.34, 2.21], [-1.30, 1.87, -0.78], [1.10, -2.18, 0.32], [0.29, 1.32, -2.15], [-1.64, 1.99, 0.22], [0.29, -1.26, 1.97], [0.32, -0.41, -2.59], [-0.30, 2.34, 0.58], [0.60, -1.81, -1.39], [-0.86, -0.52, 2.22], [-0.30, 1.52, -1.72], [-0.86, 0.93, 1.99], [-0.37, -1.95, -1.47], [0.32, -0.40, 2.41], [0.00, -0.36, -2.40], [-0.95, 2.39, 0.34], [0.14, 2.40, 0.82], [-0.72, -1.22, 2.16], [-0.44, -2.27, -0.08], [0.36, 1.54, -2.19], [-0.65, 1.96, 1.68], [0.19, -1.81, 1.24], [0.58, 1.89, 1.29], [-0.98, 1.32, -2.07], [-0.88, -0.43, -2.11], [-0.73, -0.72, 0.67], [0.62, 2.14, 1.63], [1.56, -0.25, 2.31], [1.14, -2.65, 0.70], [-0.36, -2.57, -1.55], [1.42, 0.81, 1.41], [1.71, 0.90, -1.27], [1.47, -1.83, 0.80], [2.15, -0.48, 0.32], [-0.29, 0.69, -2.22], [-0.71, -2.59, -0.31], [1.00, 1.42, -0.43], [-1.54, 2.09, 0.10], [2.24, 1.12, -0.07], [-1.61, -1.81, 0.17], [-0.71, 1.86, 1.09], [-1.73, -1.84, -0.89], [1.05, 0.63, -2.53], [1.10, 0.49, -0.49], [-0.20, -0.11, 0.08], [-1.25, -0.70, -1.11], [0.39, 0.07, 1.47], [0.03, 0.14, -0.02], [0.01, 0.07, 0.38], [-0.33, -0.11, -0.16], [0.12, 0.09, -0.10]], "charge": 1, "total_energy_ha": -4555.5869}